ORCA calculation (ωB97M-V/def2-TZVPD) on C19H30N2O3 in the gas phase.

Summary:
gap between HOMO and LUMO	8.99	eV
SMILES	COc1ccc(CN2CCC(=O)N([C@H](CO)CC(C)C)CC2)cc1
electronic energy	-1077.220420	Ha
ΔE to the lowest compared entry with this formula, charge and spin	34.06	kcal/mol
largest force on an atom	0.6	eV/A

Last column: Mulliken charge in e.
Cartesian coordinates (Å):
C -8.34962 1.04405 -0.07093  -0.8415
O -7.26111 1.04063 0.81898  -0.4507
C -6.12691 0.37573 0.45797  0.9535
C -5.94974 -0.31139 -0.73592  -0.3840
C -4.74619 -0.94961 -0.99296  -0.8146
C -3.70880 -0.92475 -0.07690  0.1053
C -2.40398 -1.62701 -0.33940  -1.0549
N -1.27502 -0.75509 -0.05134  0.4264
C -1.22137 0.35579 -0.98295  -0.4691
C -0.31397 1.48383 -0.48925  -1.2981
C 1.14852 1.27499 -0.82939  0.8583
O 1.72535 2.00636 -1.61613  -0.7153
N 1.76805 0.24163 -0.21380  0.2039
C 3.18838 0.04260 -0.46505  -0.3395
C 3.47786 -1.34306 -1.05879  -1.3564
O 3.47352 -2.34120 -0.05701  -0.4904
C 4.00533 0.33044 0.80055  -0.8061
C 5.51852 0.43127 0.57778  0.6948
C 6.21156 0.59638 1.93018  -1.6815
C 5.88761 1.59577 -0.33771  -1.4411
C 1.08191 -0.65511 0.68843  -0.8686
C -0.02237 -1.47800 0.01495  -0.9675
C -3.89405 -0.23489 1.11809  -0.1894
C -5.08129 0.40897 1.38340  -0.6279
H -9.12996 1.62392 0.41958  0.2407
H -8.71840 0.03048 -0.26037  0.3373
H -8.09074 1.52010 -1.02249  0.3372
H -6.73360 -0.35676 -1.47560  0.3839
H -4.62320 -1.47648 -1.92895  0.3230
H -2.38156 -2.00157 -1.37872  0.3106
H -2.33206 -2.49263 0.32817  0.4065
H -2.23773 0.74669 -1.07426  0.4766
H -0.89097 0.03025 -1.98697  0.2767
H -0.44303 1.59788 0.58765  0.3430
H -0.60960 2.41423 -0.97613  0.3827
H 3.43193 0.78371 -1.23326  0.6002
H 4.45745 -1.30931 -1.55304  0.5915
H 2.71973 -1.56309 -1.82382  0.4690
H 3.71778 -3.18176 -0.45568  0.3008
H 3.81651 -0.45992 1.52841  0.3145
H 3.64695 1.27385 1.21875  0.5718
H 5.87251 -0.50135 0.12750  0.2157
H 5.97893 -0.23867 2.58710  0.3904
H 7.29082 0.64191 1.80351  0.4496
H 5.88465 1.51506 2.41253  0.3444
H 5.49939 1.45313 -1.34240  0.3281
H 6.96925 1.69190 -0.40476  0.4464
H 5.48393 2.52633 0.05449  0.3034
H 1.82892 -1.34378 1.07841  0.5790
H 0.64234 -0.10303 1.52544  0.3210
H -0.18692 -2.37380 0.61916  0.4283
H 0.32280 -1.79980 -0.98427  0.2489
H -3.08574 -0.20379 1.83190  0.4080
H -5.23256 0.94798 2.30531  0.4250

---

ORCA calculation (ωB97M-V/def2-TZVPD) on 3 unconnected molecules or ions with the total composition C19H30N4O3.

Summary:
gap between HOMO and LUMO	9.69	eV
SMILES	CNCOC(=O)NOC[C@H](C)C(C)C.c1ccncc1.c1ccncc1
electronic energy	-1186.658886	Ha
ΔE to the lowest compared entry with this formula, charge and spin	98.22	kcal/mol
largest force on an atom	0.4	eV/A

Last column: Mulliken charge in e.
Cartesian coordinates (Å):
C 3.43482 0.07964 0.27077  -0.8294
N 2.82834 -0.65742 -0.83853  -0.3718
C 2.78472 -2.07692 -0.68403  -0.5434
O 1.48093 -2.55134 -0.24721  -0.3466
C 1.24659 -2.52424 1.06863  0.5168
O 2.08272 -2.49931 1.93856  -0.5569
N -0.11537 -2.63464 1.33419  -0.3182
O -0.90633 -1.85984 0.45376  0.0772
C -2.27442 -2.02590 0.81056  -1.0206
C -3.10228 -1.20164 -0.15710  0.4517
C -2.91770 -1.74287 -1.57430  -1.7644
C -2.89602 0.34126 -0.03250  0.7227
C -2.37791 0.78214 1.33726  -1.6299
C -2.02180 0.94553 -1.12782  -1.0773
H 4.46502 -0.25226 0.39312  0.2412
H 2.93054 -0.05254 1.23169  0.3110
H 3.45384 1.14205 0.02768  0.3925
H 1.90492 -0.30122 -1.05060  0.2989
H 2.93299 -2.60004 -1.62582  0.2665
H 3.52929 -2.39907 0.04417  0.4334
H -0.29313 -2.35045 2.29550  0.2582
H -2.41801 -1.70008 1.84836  0.3645
H -2.54669 -3.08451 0.74275  0.4932
H -4.14369 -1.40129 0.12068  0.3668
H -3.64890 -1.30917 -2.25888  0.3792
H -3.05099 -2.82647 -1.58457  0.4824
H -1.92131 -1.53381 -1.95991  0.3631
H -3.89141 0.78817 -0.13243  0.2929
H -1.37925 0.38328 1.52999  0.1922
H -3.03914 0.47210 2.14949  0.3414
H -2.31582 1.87089 1.36867  0.4930
H -0.99582 0.57170 -1.05716  -0.1360
H -1.99186 2.03046 -1.01372  0.4628
H -2.40226 0.74172 -2.12552  0.3782
C -4.99390 4.98738 -4.73029  -0.1424
C -5.79577 3.96639 -4.24585  -0.6096
C -5.19093 2.90940 -3.58157  -0.1014
N -3.87813 2.82024 -3.38306  -0.2474
C -3.11941 3.80656 -3.85340  -0.0279
C -3.62540 4.90698 -4.53008  -0.6616
H -5.42742 5.82959 -5.25396  0.3695
H -6.86908 3.98418 -4.37760  0.3520
H -5.78996 2.09473 -3.18907  0.3527
H -2.05276 3.71138 -3.68011  0.3623
H -2.95846 5.67881 -4.88936  0.3492
C 6.95163 -1.88968 4.69832  -0.1488
C 7.24175 -0.77309 3.92998  -0.5405
C 6.22936 -0.22340 3.15712  -0.1176
N 4.99130 -0.70870 3.11483  -0.2768
C 4.72385 -1.78237 3.85384  -0.0759
C 5.66685 -2.40660 4.65891  -0.6204
H 7.71401 -2.34934 5.31425  0.3718
H 8.23075 -0.33510 3.92523  0.3510
H 6.42271 0.64910 2.54156  0.3515
H 3.71001 -2.16174 3.78677  0.3717
H 5.39436 -3.27866 5.23781  0.3533

---

ORCA calculation (ωB97M-V/def2-TZVPD) on C19H30N6O3S2 in the gas phase at a distorted geometry.

Summary:
gap between HOMO and LUMO	8.80	eV
SMILES	CCCCCN(C(=O)CCCSc1nncs1)c1c(N)n(CCCC)c(=O)[nH]c1=O
electronic energy	-2092.709851	Ha
ΔE to the lowest compared entry with this formula, charge and spin	0.00	kcal/mol
largest force on an atom	1.8	eV/A

Last column: Mulliken charge in e.
Cartesian coordinates (Å):
C -1.16396 -5.95124 1.05186  -1.1258
C 0.31818 -5.62054 1.18408  -0.4409
C 0.80312 -4.59334 0.15959  -1.0179
C 0.06364 -3.25617 0.19820  0.1567
C 0.18651 -2.55814 1.55158  -1.1544
N -0.39982 -1.22504 1.51392  0.3628
C -1.53930 -0.98417 2.21303  0.8399
O -2.15436 -1.87589 2.76443  -0.6991
C -2.04163 0.45223 2.23754  -0.7256
C -1.17158 1.37698 3.08899  -0.1597
C -1.64696 2.81616 2.99030  -1.0142
S -1.60357 3.47096 1.28117  -0.2117
C 0.05556 3.92591 1.15096  0.6182
N 0.98234 3.59614 1.98636  0.0801
N 2.17110 4.08501 1.66786  -0.9506
C 2.18234 4.78116 0.59604  -0.0297
S 0.62919 4.93181 -0.17416  -0.1152
C 0.34955 -0.22972 0.83396  -0.3288
C -0.08941 0.28835 -0.36163  -0.4452
N -1.21810 -0.18582 -0.95573  -0.1176
N 0.62026 1.27318 -1.00266  0.6287
C 0.14888 1.87407 -2.24140  -1.6752
C 0.37956 0.96174 -3.44778  -0.1081
C -0.25522 1.51810 -4.72196  -0.5978
C 0.36898 2.83317 -5.17328  -1.1709
C 1.85513 1.70580 -0.53344  -0.1591
O 2.49023 2.56577 -1.10366  -0.6506
N 2.28903 1.10815 0.60849  0.1826
C 1.62235 0.15867 1.38750  0.6196
O 2.12775 -0.25868 2.40655  -0.7053
H -1.78091 -5.10328 1.33671  0.2529
H -1.42069 -6.78443 1.70177  0.3860
H -1.40359 -6.23054 0.02756  0.2874
H 0.90063 -6.53444 1.04339  0.3961
H 0.52032 -5.25823 2.19263  0.2728
H 1.86742 -4.41080 0.32619  0.3403
H 0.69324 -5.01633 -0.84238  0.4056
H -0.99180 -3.41114 -0.03280  0.2701
H 0.48414 -2.60734 -0.57589  -0.0712
H -0.35420 -3.11111 2.31995  0.5969
H 1.23540 -2.46756 1.84321  0.2290
H -2.10460 0.85400 1.22450  0.2469
H -3.05080 0.42211 2.65433  0.4793
H -0.12694 1.32593 2.78388  0.0436
H -1.22597 1.07008 4.13515  0.4584
H -2.69236 2.91098 3.28466  0.4963
H -1.02688 3.48001 3.58907  0.5076
H 3.06044 5.23295 0.18545  0.4737
H -1.71962 0.37537 -1.62009  0.2024
H -1.75041 -0.85085 -0.41887  0.3524
H 0.72633 2.79201 -2.36471  0.6726
H -0.90636 2.14532 -2.13846  0.2075
H 1.45535 0.85186 -3.59523  0.2962
H -0.03165 -0.02935 -3.24385  0.3445
H -0.13421 0.77709 -5.51455  0.3577
H -1.32763 1.65918 -4.56483  0.2969
H 0.15915 3.63183 -4.46701  0.2701
H -0.03084 3.12480 -6.14135  0.3946
H 1.44722 2.72905 -5.26484  0.3087
H 3.17005 1.44821 0.97975  0.3396

---

ORCA calculation (ωB97M-V/def2-TZVPD) on a molecular structure, C19H31BGeN5O3RbS3.

Summary:
gap between HOMO and LUMO (alpha / beta)	6.99 / 6.98	eV
expectation value of S²	0.7661
net charge	-1
electronic energy	-4562.427838	Ha
2S+1	2
largest force on an atom	0.7	eV/A

Last column: Mulliken charge in e.
Cartesian coordinates (Å):
Rb -1.51592 -0.69402 2.17388  0.8891
O -3.19435 -1.66790 0.35919  -0.6095
N -2.61988 -1.62684 -0.81973  0.2379
C -2.21594 -2.79490 -1.36706  -0.1343
C -1.62156 -2.85711 -2.59806  -0.8040
C -1.43333 -1.66864 -3.30350  -0.1607
C -1.83163 -0.48136 -2.73500  -0.7964
C -2.42235 -0.41896 -1.45536  0.0527
S -2.86409 1.04462 -0.70143  -0.3394
H -2.39548 -3.64421 -0.72610  0.4460
H -1.30656 -3.81293 -2.99041  0.3978
H -0.97564 -1.67568 -4.28494  0.3942
H -1.70129 0.45389 -3.25714  0.4667
C 0.59526 4.36330 -2.01618  -1.3593
C 0.17775 3.06915 -2.70837  -0.4728
C 1.07259 1.88341 -2.35735  -0.4092
C 0.98888 1.48822 -0.88346  -0.5728
Ge 2.00834 -0.10528 -0.37766  0.0200
C 3.89426 0.33844 0.04017  -0.8778
C 4.61784 1.26726 -0.94786  -0.4545
C 5.26180 0.54997 -2.13303  -0.5285
C 4.28265 -0.19261 -3.03636  -0.7801
H -0.02114 5.19809 -2.35362  0.3987
H 1.63952 4.61051 -2.22327  0.3041
H 0.47396 4.28757 -0.93494  0.3290
H 0.20859 3.21202 -3.79239  0.3897
H -0.85474 2.83730 -2.42905  0.1770
H 2.10361 2.13466 -2.62911  0.3092
H 0.79057 1.02219 -2.97112  0.2820
H -0.05847 1.32213 -0.60950  0.1636
H 1.34680 2.30099 -0.24429  0.5677
H 1.80224 -1.33028 -1.25731  -0.1139
H 4.47232 -0.57796 0.18673  0.4087
H 3.84570 0.82472 1.01711  0.4296
H 5.41005 1.80466 -0.41826  0.3589
H 3.92740 2.03523 -1.30954  0.1135
H 6.00504 -0.15657 -1.74991  0.3103
H 5.81430 1.28610 -2.72438  0.3466
H 3.82633 -1.04029 -2.52372  0.1549
H 4.78996 -0.58122 -3.92091  0.4203
H 3.47795 0.46474 -3.37562  0.1230
B 2.00940 -1.67683 5.10846  0.4308
C 1.59200 -1.60350 3.57814  -0.2838
N 1.11097 -2.48218 2.76464  -0.6547
H 1.55833 -2.67952 5.61063  -0.1933
H 1.65007 -0.65137 5.64837  -0.1763
H 3.23617 -1.68981 5.08874  -0.1641
O 0.48306 0.78252 3.25906  -0.6480
S 1.69113 0.05960 2.78058  0.1709
N 1.39920 -0.67904 1.32459  0.3096
O 0.29781 -2.58154 0.60122  -0.5192
N 0.97889 -2.01339 1.48530  0.6893
S -4.68087 -2.92519 4.67337  -0.4325
C -4.95004 -1.61897 3.67067  -0.0600
N -5.28717 -1.82420 2.35625  0.0148
C -5.50826 -0.85098 1.44277  -0.1407
C -5.44042 0.45395 1.80231  -0.4619
C -5.07611 0.74451 3.12987  -0.1693
C -4.84204 -0.24933 4.03964  -0.5358
H -5.27427 -2.78823 2.05575  0.2596
H -5.69662 -1.18390 0.43598  0.3339
H -5.56177 1.22429 1.05863  0.4101
H -4.94998 1.77994 3.42339  0.3559
H -4.54082 -0.01926 5.05055  0.3869